This record from OMol25 describes a molecular structure, C26H54O2P4Re at a distorted geometry. The level of theory is ωB97M-V/def2-TZVPD.

```
! wB97M-V def2-TZVPD RIJCOSX def2/J DEFGRID3
* xyz 4 4
P 3.19 -0.73 -1.52
C 3.81 -0.62 0.23
H 4.64 -1.31 0.41
H 2.97 -0.86 0.89
H 4.13 0.42 0.43
C 4.17 -2.20 -2.10
H 4.39 -2.09 -3.17
H 3.51 -3.07 -1.97
H 5.09 -2.35 -1.52
C 4.19 0.68 -2.15
H 5.21 0.35 -2.36
H 4.20 1.47 -1.39
H 3.72 1.08 -3.06
P -1.30 4.17 -2.19
C -1.38 4.88 -0.53
H -1.56 5.96 -0.62
H -0.43 4.72 0.00
H -2.19 4.41 0.04
C -0.01 5.20 -2.98
H 0.00 5.06 -4.06
H 0.98 4.91 -2.60
H -0.18 6.25 -2.72
C -2.95 4.51 -2.89
H -3.07 5.58 -3.11
H -3.71 4.20 -2.16
H -3.12 3.94 -3.81
P -2.16 -2.60 -1.17
C -2.78 -2.83 0.54
H -3.55 -3.62 0.55
H -3.22 -1.88 0.85
H -1.97 -3.09 1.22
C -3.81 -2.42 -1.97
H -4.52 -3.09 -1.47
H -3.77 -2.63 -3.04
H -4.14 -1.38 -1.83
C -1.65 -4.30 -1.60
H -2.53 -4.88 -1.92
H -1.17 -4.77 -0.74
H -0.92 -4.23 -2.42
Re -0.84 1.99 -2.67
C 0.52 1.87 -1.31
O 1.33 1.76 -0.45
C -2.15 1.37 -1.42
O -2.94 0.98 -0.63
C -1.77 0.86 -4.94
C -1.28 -0.13 -4.08
C 0.08 -0.05 -3.66
C 0.95 0.86 -4.32
C 0.41 1.91 -5.06
C -0.99 2.00 -5.24
H -2.79 0.79 -5.30
H -1.85 -0.99 -3.75
H 0.50 -0.82 -3.02
H 2.02 0.75 -4.22
H 1.07 2.65 -5.49
H -1.43 2.87 -5.73
C 1.11 -2.97 1.62
C 0.48 -2.51 2.95
C 1.16 -3.17 4.14
P 0.31 -0.64 2.96
C -1.50 -0.30 3.36
C -2.04 -1.16 4.50
C -1.69 1.21 3.62
C 1.41 0.14 4.30
C 1.16 -0.32 5.74
C 2.90 0.10 3.91
H 2.20 -2.83 1.61
H 0.69 -2.41 0.78
H 0.92 -4.04 1.46
H -0.57 -2.86 2.94
H 2.22 -2.88 4.26
H 0.64 -2.97 5.08
H 1.15 -4.25 3.99
H -2.03 -0.57 2.43
H -1.59 -0.82 5.44
H -3.13 -1.02 4.59
H -1.86 -2.23 4.38
H -2.75 1.44 3.77
H -1.16 1.51 4.53
H -1.30 1.83 2.79
H 1.12 1.21 4.24
H 1.53 -1.34 5.92
H 1.71 0.34 6.42
H 0.11 -0.27 6.02
H 3.08 0.60 2.94
H 3.50 0.63 4.66
H 3.27 -0.93 3.84
*
```

Values from the calculation:
Gap between HOMO and LUMO (spin up / spin down) ... 8.31 / 4.05 eV
Relative energy (zero: lowest compared OMol25 entry of this formula, charge and spin) ... 0.00 kcal/mol
Max |F| ... 4.908 eV/Å
LUMO level (spin up / spin down) ... -0.3793 / -0.5355 Ha
<S²> ... 3.76

Charges in e, computed with Mulliken, in the same order as the atoms:
1. P 1.054
2. C -0.740
3. H 0.474
4. H -0.307
5. H 0.462
6. C -1.288
7. H 0.420
8. H 0.420
9. H 0.457
10. C -1.169
11. H 0.475
12. H 0.392
13. H 0.344
14. P 0.747
15. C -1.245
16. H 0.461
17. H 0.347
18. H 0.372
19. C -1.226
20. H 0.326
21. H 0.339
22. H 0.459
23. C -1.250
24. H 0.448
25. H 0.381
26. H 0.321
27. P 0.983
28. C -1.037
29. H 0.504
30. H 0.406
31. H 0.063
32. C -1.313
33. H 0.478
34. H 0.452
35. H 0.378
36. C -1.186
37. H 0.428
38. H 0.357
39. H 0.409
40. Re 0.388
41. C 0.987
42. O -0.815
43. C 0.605
44. O -0.642
45. C -0.329
46. C -0.106
47. C -0.610
48. C 0.043
49. C -0.691
50. C -1.137
51. H 0.434
52. H 0.271
53. H 0.492
54. H 0.533
55. H 0.513
56. H 0.598
57. C -1.510
58. C 1.052
59. C -1.754
60. P 0.156
61. C 1.220
62. C -1.241
63. C -1.578
64. C 0.497
65. C -1.373
66. C -1.282
67. H 0.463
68. H 0.245
69. H 0.478
70. H 0.153
71. H 0.300
72. H 0.426
73. H 0.502
74. H -0.355
75. H 0.213
76. H 0.453
77. H 0.360
78. H 0.451
79. H 0.339
80. H 0.439
81. H 0.463
82. H 0.307
83. H 0.474
84. H 0.187
85. H 0.261
86. H 0.473
87. H 0.249



This record from OMol25 describes a molecular structure, C32H58BN5O2P3RuS2 at a distorted geometry. The level of theory is ωB97M-V/def2-TZVPD.

```
! wB97M-V def2-TZVPD RIJCOSX def2/J DEFGRID3
* xyz 0 2
Ru 0.40 -0.35 -0.49
C -0.36 -4.09 0.45
C -1.61 -3.71 -0.36
C -1.37 -4.13 -1.81
C -2.82 -4.45 0.21
P -1.66 -1.80 -0.28
C -2.07 -1.54 1.54
N -0.80 -1.36 2.19
B 0.31 -0.75 1.54
N 1.41 -0.85 2.44
C 2.71 -0.33 2.12
P 2.75 -0.31 0.24
C 3.74 -1.89 -0.12
C 3.07 -2.98 0.73
C 3.52 -2.20 -1.60
C 5.23 -1.84 0.21
C 3.74 1.25 -0.14
C 4.16 1.21 -1.62
C 4.97 1.46 0.75
C 2.77 2.42 0.04
C 1.00 -1.55 3.57
C 1.70 -1.99 4.67
C 1.04 -2.77 5.61
C -0.31 -3.08 5.45
C -1.03 -2.63 4.36
C -0.37 -1.86 3.41
C -3.18 -1.16 -1.20
C -3.01 -1.36 -2.71
C -3.20 0.36 -0.97
C -4.50 -1.78 -0.71
H -0.25 -5.17 0.49
H 0.51 -3.68 -0.06
H -0.39 -3.71 1.47
H -0.93 -5.13 -1.84
H -2.29 -4.16 -2.38
H -0.67 -3.44 -2.29
H -2.54 -5.49 0.38
H -3.16 -4.05 1.17
H -3.66 -4.45 -0.48
H -2.69 -0.65 1.63
H -2.61 -2.39 1.97
H 2.81 0.70 2.48
H 3.51 -0.93 2.54
H 2.00 -2.82 0.75
H 3.27 -3.97 0.30
H 3.43 -2.99 1.76
H 2.47 -2.11 -1.85
H 4.08 -1.52 -2.23
H 3.84 -3.22 -1.83
H 5.41 -1.52 1.24
H 5.64 -2.85 0.11
H 5.77 -1.19 -0.47
H 4.95 0.48 -1.79
H 3.30 0.97 -2.24
H 4.53 2.19 -1.92
H 5.70 0.67 0.64
H 5.45 2.39 0.46
H 4.70 1.54 1.80
H 1.93 2.33 -0.64
H 2.37 2.47 1.06
H 3.28 3.36 -0.17
H 2.75 -1.76 4.79
H 1.58 -3.14 6.47
H -0.80 -3.69 6.20
H -2.08 -2.88 4.24
H -2.04 -0.97 -3.04
H -3.09 -2.40 -3.01
H -3.78 -0.80 -3.24
H -2.30 0.79 -1.40
H -4.05 0.81 -1.47
H -3.25 0.63 0.09
H -4.63 -2.79 -1.09
H -4.56 -1.79 0.37
H -5.33 -1.18 -1.09
C 0.89 -3.10 -4.79
C 0.20 -2.73 -6.09
C 1.17 -2.81 -7.27
O -0.42 -1.43 -6.03
P 0.18 -0.11 -5.34
S -1.31 1.18 -5.57
S 0.63 -0.29 -2.75
O 1.36 0.25 -6.40
C 2.46 1.11 -6.08
C 3.50 0.35 -5.25
C 2.01 2.38 -5.37
H 1.14 -4.16 -4.77
H 0.22 -2.87 -3.96
H 1.80 -2.51 -4.67
H -0.64 -3.41 -6.27
H 2.04 -2.19 -7.08
H 0.68 -2.46 -8.18
H 1.49 -3.84 -7.41
H 2.90 1.36 -7.05
H 3.03 0.01 -4.33
H 4.34 1.00 -5.02
H 3.86 -0.51 -5.81
H 1.60 2.13 -4.39
H 1.24 2.88 -5.95
H 2.86 3.06 -5.25
N -0.29 1.63 -0.15
C -1.04 2.53 -0.21
N -1.69 3.59 -0.28
C -2.91 3.97 -0.07
N -3.99 4.37 0.10
*
```

Values from the calculation:
Gap between HOMO and LUMO (spin up / spin down) ... 5.93 / 5.89 eV
Relative energy (zero: lowest compared OMol25 entry of this formula, charge and spin) ... 78.44 kcal/mol
Max |F| ... 3.411 eV/Å
LUMO level (spin up / spin down) ... -0.0644 / -0.0642 Ha
<S²> ... 0.79

These are the Mulliken partial charges, in e, on atoms 1 to 99:
1. Ru -0.402
2. C -1.886
3. C 2.108
4. C -1.993
5. C -1.641
6. P 1.252
7. C -1.120
8. N 0.227
9. B 0.293
10. N 0.347
11. C -1.503
12. P 1.186
13. C 2.276
14. C -1.639
15. C -1.640
16. C -2.023
17. C 2.214
18. C -1.960
19. C -1.848
20. C -1.785
21. C 0.698
22. C -0.821
23. C -0.748
24. C -0.736
25. C -1.087
26. C 0.490
27. C 2.096
28. C -1.861
29. C -1.653
30. C -1.675
31. H 0.737
32. H 0.091
33. H 0.336
34. H 0.493
35. H 0.372
36. H -0.081
37. H 0.447
38. H 0.251
39. H 0.403
40. H 0.266
41. H 0.189
42. H 0.472
43. H 0.396
44. H -0.129
45. H 0.617
46. H 0.313
47. H -0.102
48. H 0.212
49. H 0.610
50. H 0.325
51. H 0.490
52. H 0.348
53. H 0.221
54. H 0.196
55. H 0.592
56. H 0.333
57. H 0.544
58. H 0.295
59. H 0.167
60. H 0.304
61. H 0.619
62. H 0.457
63. H 0.396
64. H 0.401
65. H 0.471
66. H 0.265
67. H 0.268
68. H 0.550
69. H -0.031
70. H 0.543
71. H 0.392
72. H 0.338
73. H 0.253
74. H 0.487
75. C -0.294
76. C 0.440
77. C -1.317
78. O -0.416
79. P 0.752
80. S -0.428
81. S -0.362
82. O -0.319
83. C 0.373
84. C -0.753
85. C -1.297
86. H 0.675
87. H -0.301
88. H 0.109
89. H 0.355
90. H 0.162
91. H 0.357
92. H 0.457
93. H 0.258
94. H -0.133
95. H 0.525
96. H 0.332
97. H 0.239
98. H 0.373
99. H 0.463